{
  "formula": "C6H9N4O4",
  "method": "the ωB97M-V functional and the def2-TZVPD basis",
  "max_force_ha_per_bohr": 0.0798,
  "gap_ev": [6.96, 6.82],
  "total_energy_ev": -20508.2467,
  "relative_energy_kcal_mol": 134.7,
  "homo_energy_ev": [-3.63, -3.48],
  "mol_weight_da": 201.162,
  "charge": -1,
  "symbols": ["C", "C", "C", "C", "C", "C", "N", "N", "N", "N", "O", "O", "O", "O", "H", "H", "H", "H", "H", "H", "H", "H", "H"],
  "coordinates": [[-3.609, -0.535, 0.928], [-2.457, 0.217, 0.933], [2.337, 1.029, -0.459], [2.983, -0.254, -1.079], [2.090, -0.772, 0.961], [-2.604, 0.515, -1.331], [2.010, 0.557, 0.909], [2.719, -1.282, -0.069], [-3.984, -1.015, -0.208], [-1.890, 0.631, -0.268], [0.901, 1.018, 1.610], [3.077, -2.500, -0.222], [-5.113, -1.452, -0.509], [-0.704, 1.154, -0.384], [-4.243, -0.716, 1.840], [0.112, 0.963, 1.034], [-1.811, 0.609, 1.734], [2.965, 1.906, -0.442], [1.439, 1.353, -1.037], [2.412, -0.647, -1.995], [3.994, -0.049, -1.462], [1.673, -1.271, 1.843], [-2.297, 0.540, -2.328]],
  "atomic_forces_ev_per_a": [[0.0, 1.4, 2.9], [2.1, 1.2, 0.8], [-1.0, -0.3, -0.6], [-1.7, 0.5, -2.0], [0.8, -1.6, -0.8], [-3.7, -1.2, 1.4], [-0.3, 1.8, 0.1], [-0.2, 0.2, 1.7], [0.2, -0.9, -3.8], [-1.7, -0.7, -1.1], [0.7, 0.8, 1.1], [0.4, -0.8, -0.4], [-0.1, 0.3, 0.5], [1.6, 0.5, 1.2], [0.9, 0.1, -0.9], [-0.3, 0.1, -1.3], [-0.9, -0.8, 0.2], [0.6, 0.0, 0.3], [0.3, -0.6, 0.7], [0.7, 0.7, 1.1], [0.0, -0.7, 0.9], [0.5, -0.2, -0.8], [1.3, -0.2, -1.2]],
  "mulliken_charge": [-0.140, -0.512, -0.280, -0.507, -0.191, -0.363, -0.040, 0.491, -0.008, 0.403, -0.456, -0.808, -0.606, -0.806, 0.385, 0.462, 0.375, 0.278, 0.114, 0.257, 0.284, 0.410, 0.258]
}

***

{
  "formula": "C44H55BeClN4O2SbSi3",
  "method": "the ωB97M-V functional and the def2-TZVPD basis",
  "max_force_ha_per_bohr": 0.0218,
  "gap_ev": 7.33,
  "total_energy_ev": -99677.9573,
  "relative_energy_kcal_mol": 28.4,
  "homo_energy_ev": -4.81,
  "mol_weight_da": 922.433,
  "charge": -1,
  "symbols": ["Be", "C", "Sb", "C", "C", "C", "C", "C", "C", "N", "Si", "C", "C", "C", "C", "C", "C", "C", "C", "C", "N", "Si", "C", "C", "C", "Si", "C", "C", "C", "H", "H", "H", "H", "H", "H", "H", "H", "H", "H", "H", "H", "H", "H", "H", "H", "H", "H", "H", "H", "H", "H", "H", "H", "H", "H", "H", "H", "H", "H", "H", "H", "H", "H", "H", "H", "H", "H", "Cl", "C", "C", "C", "C", "C", "C", "C", "H", "H", "H", "H", "H", "H", "O", "C", "N", "C", "C", "O", "N", "C", "C", "C", "C", "C", "C", "C", "C", "C", "C", "C", "C", "H", "H", "H", "H", "H", "H", "H", "H", "H", "H", "H"],
  "coordinates": [[-0.157, 0.070, 0.958], [2.019, -3.216, -1.907], [0.697, -1.532, -1.521], [1.266, -0.983, 0.515], [1.595, -2.147, 1.376], [0.819, -2.520, 2.488], [1.286, -3.462, 3.380], [2.505, -4.088, 3.148], [3.179, -3.730, 1.995], [2.751, -2.802, 1.150], [2.979, -0.174, 0.118], [3.754, 0.214, 1.812], [4.518, -1.013, -0.694], [2.782, 1.166, -1.234], [-1.184, -2.839, -1.556], [-2.311, -2.133, -0.850], [-3.597, -2.675, -1.002], [-4.723, -1.970, -0.633], [-4.556, -0.698, -0.126], [-3.268, -0.246, 0.061], [-2.158, -0.929, -0.254], [-1.069, -4.695, -1.165], [-2.699, -5.685, -1.018], [-0.271, -5.093, 0.491], [-0.184, -5.687, -2.523], [-1.637, -2.531, -3.395], [-0.226, -2.901, -4.609], [-3.089, -3.585, -4.031], [-2.143, -0.729, -3.661], [3.046, -2.875, -1.825], [1.842, -3.585, -2.918], [1.863, -4.015, -1.188], [-0.138, -2.045, 2.650], [0.705, -3.716, 4.258], [2.912, -4.820, 3.834], [4.127, -4.198, 1.733], [4.399, -0.614, 2.114], [2.985, 0.348, 2.573], [4.356, 1.125, 1.783], [4.841, -1.899, -0.151], [5.333, -0.281, -0.670], [4.361, -1.287, -1.740], [1.742, 1.454, -1.392], [3.171, 0.785, -2.181], [3.343, 2.071, -0.987], [-3.698, -3.645, -1.461], [-5.709, -2.399, -0.761], [-5.393, -0.074, 0.151], [-3.114, 0.726, 0.481], [-3.303, -5.359, -0.169], [-2.432, -6.730, -0.848], [-3.322, -5.649, -1.915], [-0.811, -4.590, 1.292], [0.770, -4.780, 0.554], [-0.314, -6.168, 0.681], [-0.764, -5.701, -3.450], [-0.076, -6.721, -2.187], [0.812, -5.312, -2.756], [0.110, -3.937, -4.545], [0.632, -2.250, -4.432], [-0.579, -2.726, -5.628], [-2.963, -4.645, -3.799], [-3.151, -3.487, -5.117], [-4.042, -3.256, -3.614], [-1.313, -0.052, -3.459], [-2.962, -0.441, -2.997], [-2.472, -0.570, -4.691], [-2.889, -1.152, 4.223], [-2.719, 0.568, 3.952], [-3.776, 1.376, 4.334], [-3.671, 2.754, 4.226], [-2.477, 3.296, 3.771], [-1.440, 2.469, 3.388], [-1.526, 1.070, 3.399], [-0.456, 0.219, 2.859], [-4.680, 0.931, 4.731], [-4.496, 3.383, 4.535], [-2.355, 4.372, 3.717], [-0.507, 2.899, 3.066], [-0.544, -0.754, 3.341], [0.516, 0.631, 3.153], [-2.417, 2.115, -0.687], [-1.338, 2.483, -0.264], [-0.942, 3.803, -0.300], [0.412, 3.993, 0.137], [0.731, 2.521, 0.549], [1.787, 2.205, 1.061], [-0.299, 1.699, 0.223], [0.555, 5.029, 1.257], [-0.146, 6.225, 1.138], [-0.054, 7.204, 2.115], [0.733, 6.995, 3.237], [1.455, 5.817, 3.351], [1.383, 4.846, 2.362], [1.347, 4.424, -0.998], [2.697, 4.651, -0.744], [3.532, 5.119, -1.746], [3.033, 5.372, -3.016], [1.697, 5.118, -3.284], [0.862, 4.641, -2.283], [-1.611, 4.537, -0.432], [-0.769, 6.400, 0.268], [-0.597, 8.134, 1.996], [0.783, 7.744, 4.017], [2.078, 5.644, 4.219], [1.951, 3.932, 2.456], [3.097, 4.449, 0.241], [4.579, 5.293, -1.532], [3.683, 5.753, -3.793], [1.297, 5.295, -4.274], [-0.175, 4.428, -2.503]],
  "atomic_forces_ev_per_a": [[0.2, 0.6, 0.7], [-0.1, 0.1, 0.0], [-0.1, -0.5, 0.1], [0.1, -0.3, -1.1], [0.0, -0.3, 0.5], [-0.1, -0.2, -0.1], [0.0, -0.1, 0.0], [0.0, 0.0, 0.0], [0.0, -0.1, 0.1], [0.0, 0.2, -0.2], [0.5, 0.4, 0.1], [-0.2, 0.2, -0.1], [-0.5, -0.3, 0.0], [-0.1, 0.0, 0.2], [0.2, 0.3, 0.0], [-0.5, 0.2, -0.1], [-0.1, -0.1, 0.1], [0.0, -0.1, -0.1], [-0.1, -0.1, 0.1], [0.2, -0.2, 0.6], [0.3, -0.4, -0.1], [0.2, -0.7, 0.1], [0.0, 0.3, 0.0], [0.1, 0.2, -0.2], [0.1, 0.3, 0.0], [-0.1, 0.1, -0.6], [0.0, 0.0, 0.3], [0.1, 0.0, 0.2], [0.0, -0.2, 0.2], [0.0, 0.0, 0.1], [0.0, 0.1, 0.1], [0.1, 0.0, 0.0], [0.3, -0.5, -0.2], [-0.1, 0.0, 0.0], [0.0, 0.0, 0.0], [0.0, 0.0, 0.0], [0.0, 0.0, -0.1], [0.0, 0.0, 0.0], [0.0, 0.0, 0.0], [0.0, -0.1, 0.0], [-0.1, 0.1, 0.0], [0.1, 0.0, 0.0], [0.1, 0.0, -0.1], [0.0, -0.1, 0.0], [0.0, -0.1, 0.0], [-0.1, 0.1, 0.1], [0.0, 0.0, 0.0], [0.0, 0.0, 0.0], [0.0, -0.1, 0.3], [0.0, 0.0, 0.0], [0.1, 0.0, 0.0], [0.0, 0.0, 0.1], [0.0, 0.1, 0.1], [0.1, 0.0, 0.1], [0.0, 0.0, -0.1], [0.0, 0.0, 0.0], [-0.1, 0.0, 0.1], [-0.1, -0.1, 0.0], [0.0, 0.1, 0.0], [0.0, 0.0, -0.1], [-0.1, 0.0, 0.0], [0.0, 0.0, -0.1], [0.1, 0.0, 0.0], [0.0, 0.0, 0.0], [0.0, 0.0, 0.0], [0.0, 0.0, 0.0], [0.0, -0.1, 0.0], [-0.1, -0.1, -0.1], [0.2, 0.1, -0.2], [-0.1, 0.1, 0.1], [0.0, 0.0, 0.1], [-0.1, 0.1, 0.0], [-0.1, 0.0, -0.1], [-0.4, 0.0, 0.0], [-0.3, -0.2, -0.4], [0.1, -0.1, 0.0], [0.0, 0.0, 0.0], [0.0, 0.0, 0.0], [0.2, 0.2, -0.2], [0.0, 0.6, 0.0], [0.1, 0.0, -0.2], [0.2, 0.5, 0.0], [0.0, 0.1, -0.6], [0.2, 0.0, 0.1], [0.1, -0.1, 0.0], [0.0, 0.4, 0.2], [-0.1, 0.1, 0.3], [0.1, -0.2, 0.4], [-0.1, -0.2, 0.1], [0.0, 0.0, 0.0], [-0.1, 0.0, -0.1], [0.1, 0.0, 0.1], [0.0, 0.1, 0.0], [-0.1, -0.1, 0.0], [0.0, 0.0, -0.2], [0.0, 0.0, 0.0], [0.0, 0.0, 0.1], [0.0, 0.0, -0.1], [0.0, 0.0, 0.0], [0.0, 0.0, 0.1], [-0.1, -0.1, -0.1], [0.0, 0.1, 0.0], [0.0, 0.0, 0.0], [0.0, 0.0, 0.0], [0.0, 0.0, 0.0], [0.0, 0.0, 0.0], [0.0, 0.0, 0.0], [0.0, 0.0, 0.0], [0.0, 0.0, 0.0], [0.0, 0.0, 0.0], [0.0, 0.0, 0.0]],
  "mulliken_charge": [-0.062, -1.585, -0.471, 1.948, -0.594, -0.818, -0.827, -0.825, -0.704, 0.048, 1.608, -1.403, -1.503, -0.809, 2.737, -1.370, -0.820, -1.348, -1.358, -0.327, 0.779, -0.107, -1.397, -1.014, -1.098, 0.558, -1.195, -1.154, -1.121, 0.341, 0.545, 0.257, 0.998, 0.438, 0.422, 0.424, 0.345, 0.153, 0.426, 0.271, 0.380, 0.355, 0.106, 0.361, 0.227, 0.751, 0.430, 0.465, 0.510, 0.360, 0.398, 0.392, 0.322, 0.150, 0.509, 0.270, 0.446, 0.430, 0.366, 0.249, 0.466, 0.301, 0.461, 0.315, 0.248, 0.267, 0.476, -0.263, 0.690, -0.647, -0.610, -0.549, 0.161, -1.291, -0.735, 0.412, 0.386, 0.450, 0.368, 0.962, 0.126, -0.818, -0.597, -0.012, 2.660, -1.595, -0.621, 1.186, 0.332, -0.644, -0.832, -0.602, -0.986, 0.079, -0.174, -0.154, -0.734, -0.545, -0.812, -0.540, 0.300, 0.324, 0.401, 0.389, 0.449, 0.621, 0.455, 0.412, 0.386, 0.416, 0.400]
}

***

{
  "formula": "C23H23N6O6S4Sc",
  "method": "the ωB97M-V functional and the def2-TZVPD basis",
  "max_force_ha_per_bohr": 0.0280,
  "gap_ev": 7.55,
  "total_energy_ev": -109498.1267,
  "relative_energy_kcal_mol": 8.0,
  "homo_energy_ev": -8.01,
  "mol_weight_da": 652.697,
  "symbols": ["Sc", "C", "C", "N", "C", "S", "N", "N", "C", "C", "C", "C", "C", "C", "C", "N", "H", "H", "H", "H", "H", "H", "H", "H", "H", "H", "H", "H", "H", "O", "S", "O", "O", "C", "C", "C", "C", "C", "C", "S", "O", "O", "O", "H", "H", "H", "H", "N", "C", "N", "C", "C", "C", "C", "C", "C", "S", "H", "H", "H", "H", "H", "H"],
  "coordinates": [[0.131, -1.112, -0.872], [-3.257, -4.956, 2.945], [-1.900, -4.301, 2.751], [-1.423, -4.384, 1.378], [-1.493, -3.379, 0.488], [-0.771, -3.603, -1.091], [-2.158, -2.298, 0.867], [-1.930, -1.251, 0.011], [-2.745, -0.269, -0.018], [-4.021, -0.200, 0.748], [-2.304, 0.876, -0.861], [-3.050, 2.035, -0.952], [-2.572, 3.086, -1.726], [-1.369, 2.947, -2.386], [-0.680, 1.755, -2.244], [-1.130, 0.741, -1.508], [-3.586, -4.862, 3.981], [-3.222, -6.020, 2.698], [-4.001, -4.483, 2.303], [-1.145, -4.759, 3.393], [-1.947, -3.246, 3.004], [-1.004, -5.236, 1.048], [-4.215, -1.156, 1.222], [-4.852, 0.055, 0.087], [-3.962, 0.570, 1.521], [-3.985, 2.117, -0.419], [-3.141, 4.004, -1.804], [-0.950, 3.738, -2.991], [0.267, 1.606, -2.746], [0.441, -0.337, 1.101], [1.531, -1.272, 1.490], [1.400, -1.876, 2.774], [1.615, -2.209, 0.345], [3.054, -0.348, 1.503], [3.924, -0.681, 2.532], [5.172, -0.080, 2.620], [5.558, 0.852, 1.677], [4.697, 1.195, 0.644], [3.444, 0.611, 0.546], [2.424, 1.230, -0.777], [3.298, 1.772, -1.776], [1.457, 2.114, -0.191], [1.774, -0.042, -1.292], [3.610, -1.411, 3.265], [5.838, -0.348, 3.429], [6.531, 1.321, 1.741], [4.987, 1.920, -0.104], [2.504, -3.151, -2.321], [2.030, -2.169, -3.109], [0.772, -1.801, -3.113], [0.560, -0.847, -4.114], [-0.681, -0.338, -4.476], [-0.740, 0.642, -5.452], [0.421, 1.109, -6.072], [1.660, 0.581, -5.741], [1.709, -0.405, -4.766], [3.084, -1.316, -4.201], [1.878, -3.506, -1.606], [3.481, -3.142, -2.080], [-1.576, -0.708, -3.992], [-1.700, 1.050, -5.741], [0.358, 1.880, -6.827], [2.559, 0.926, -6.234]],
  "atomic_forces_ev_per_a": [[-0.8, -1.1, -0.5], [-0.1, 0.0, 0.0], [0.1, 0.0, -0.1], [0.0, 0.0, -0.1], [-0.2, 0.0, 0.2], [-0.1, 0.3, 0.2], [0.2, 0.2, -0.4], [-0.1, -0.3, 0.2], [0.1, 0.4, -0.2], [-0.1, 0.0, 0.0], [-0.1, -0.2, 0.2], [0.0, 0.2, -0.1], [-0.1, 0.0, 0.1], [0.0, 0.0, 0.0], [0.0, 0.0, 0.0], [0.1, 0.0, 0.1], [0.0, 0.0, 0.0], [0.0, 0.0, 0.0], [0.0, 0.0, 0.0], [0.0, 0.0, 0.0], [0.0, 0.0, 0.0], [0.0, 0.0, 0.0], [0.0, 0.0, 0.0], [0.0, 0.0, 0.0], [0.0, 0.0, 0.0], [0.0, 0.0, 0.0], [0.0, 0.0, 0.0], [0.0, 0.0, 0.0], [0.0, 0.0, 0.1], [0.1, 0.0, 0.4], [0.0, 0.4, 0.0], [0.0, -0.1, 0.1], [0.1, -0.2, 0.1], [0.2, 0.2, -0.1], [0.0, 0.1, -0.1], [0.0, -0.1, 0.1], [0.1, 0.1, 0.0], [0.0, -0.1, 0.1], [0.0, -0.2, 0.3], [-0.3, -0.6, 0.0], [0.1, 0.0, -0.1], [-0.1, 0.1, 0.0], [0.7, 1.1, -0.3], [0.0, 0.0, 0.0], [0.0, 0.0, 0.0], [0.0, 0.0, 0.0], [0.0, 0.0, 0.0], [0.1, 0.1, 0.0], [-0.1, -0.1, 0.1], [0.1, 0.2, -0.2], [-0.1, -0.1, 0.2], [0.0, 0.0, -0.1], [0.0, 0.0, 0.0], [0.0, 0.0, 0.0], [0.0, 0.0, 0.0], [0.1, 0.0, -0.1], [0.0, 0.0, 0.0], [0.0, 0.0, 0.0], [0.0, 0.0, 0.0], [0.0, 0.0, 0.0], [0.0, 0.0, 0.0], [0.0, 0.0, 0.0], [0.0, 0.0, 0.0]],
  "mulliken_charge": [-0.502, -1.121, -0.409, -0.127, 0.505, -0.547, -1.164, 1.166, 0.664, -1.779, 0.302, -0.569, -0.691, -1.554, -0.073, 0.950, 0.351, 0.300, 0.298, 0.446, 0.244, 0.204, 0.369, 0.405, 0.345, 0.450, 0.418, 0.524, 0.648, -0.424, 1.762, -0.643, -0.393, 0.251, -0.692, -0.638, -0.598, -0.751, -0.383, 1.649, -0.777, -0.709, 0.206, 0.546, 0.393, 0.398, 0.528, -0.269, 0.436, -0.402, -0.266, -0.420, -0.628, -0.605, -0.552, 1.173, -0.320, 0.075, 0.262, 0.472, 0.439, 0.403, 0.423]
}